<i>
12 unconnected molecules or ions with the total composition C24H50Cl22IOP. Source: the OMol25 dataset; level of theory: ωB97M-V with the def2-TZVPD basis set.

Geometry as ORCA input:
```
! wB97M-V def2-TZVPD RIJCOSX def2/J DEFGRID3
* xyz 0 1
C 2.307 -0.172 -2.612
O 3.517 -0.931 -2.554
C 3.296 -2.276 -2.233
P 4.706 -3.235 -2.950
I 6.695 -2.640 -1.665
H 2.049 0.180 -1.617
H 1.491 -0.748 -3.038
H 2.503 0.677 -3.259
H 2.412 -2.691 -2.728
H 3.161 -2.425 -1.158
H 4.380 -4.525 -2.460
Cl -1.139 -0.883 -2.595
C -1.772 -0.947 -0.927
C -1.619 0.375 -0.220
Cl 0.094 0.760 0.106
H -1.247 -1.741 -0.401
H -2.823 -1.214 -0.997
H -2.127 0.336 0.744
H -2.041 1.190 -0.800
Cl -5.905 -1.073 -1.386
C -5.850 -2.589 -2.315
C -5.389 -3.752 -1.476
Cl -3.691 -3.579 -0.965
H -5.191 -2.422 -3.163
H -6.854 -2.788 -2.686
H -5.467 -4.669 -2.056
H -5.986 -3.858 -0.574
Cl -4.450 2.099 -1.449
C -4.728 1.936 0.308
C -4.401 3.190 1.071
Cl -2.646 3.554 1.059
H -4.129 1.098 0.648
H -5.781 1.687 0.447
H -4.696 3.074 2.109
H -4.914 4.054 0.665
Cl 8.140 -5.563 2.645
C 8.607 -4.114 1.723
C 10.070 -4.115 1.368
Cl 11.110 -3.909 2.805
H 8.338 -3.241 2.313
H 8.012 -4.113 0.810
H 10.287 -3.285 0.698
H 10.360 -5.041 0.880
Cl 3.666 -6.003 -6.050
C 4.197 -4.574 -6.971
C 5.651 -4.652 -7.359
Cl 6.729 -4.510 -5.948
H 3.996 -3.694 -6.365
H 3.584 -4.528 -7.870
H 5.893 -3.825 -8.024
H 5.881 -5.585 -7.865
Cl -4.765 5.519 3.710
C -3.403 6.340 2.905
C -3.231 7.754 3.393
Cl -4.577 8.802 2.871
H -3.577 6.306 1.834
H -2.509 5.761 3.126
H -2.318 8.176 2.976
H -3.173 7.799 4.477
Cl 4.276 -7.459 -2.755
C 6.016 -7.205 -3.047
C 6.854 -7.749 -1.919
Cl 6.636 -6.818 -0.417
H 6.178 -6.138 -3.188
H 6.264 -7.717 -3.975
H 7.908 -7.692 -2.184
H 6.605 -8.786 -1.705
Cl -9.452 11.023 2.468
C -7.852 10.977 1.685
C -7.940 11.202 0.198
Cl -8.726 9.841 -0.643
H -7.395 10.018 1.914
H -7.253 11.765 2.138
H -6.938 11.296 -0.216
H -8.500 12.104 -0.033
Cl -2.965 0.954 3.099
C -3.591 -0.200 4.303
C -3.451 -1.621 3.823
Cl -4.521 -1.955 2.434
H -4.630 0.052 4.499
H -3.019 -0.058 5.219
H -3.729 -2.310 4.619
H -2.432 -1.836 3.514
Cl 8.122 -3.077 6.201
C 9.682 -2.339 5.756
C 9.739 -0.875 6.106
Cl 8.643 0.099 5.092
H 9.836 -2.500 4.694
H 10.456 -2.876 6.301
H 10.747 -0.499 5.936
H 9.473 -0.703 7.145
Cl -7.540 4.489 0.836
C -7.637 4.129 -0.910
C -9.009 3.657 -1.312
Cl -9.373 2.044 -0.644
H -6.881 3.385 -1.145
H -7.393 5.050 -1.438
H -9.061 3.573 -2.396
H -9.781 4.342 -0.975
*
```

## Properties
HOMO level   -8.5446 eV
LUMO   0.26 eV
HOMO-LUMO gap   8.8 eV
SMILES   ClCCCl.ClCCCl.ClCCCl.ClCCCl.ClCCCl.ClCCCl.ClCCCl.ClCCCl.ClCCCl.ClCCCl.ClCCCl.COCPI

<ii>
12 unconnected molecules or ions with the total composition C24H50Cl22IOP. Source: the OMol25 dataset; level of theory: ωB97M-V with the def2-TZVPD basis set.

Geometry as ORCA input:
```
! wB97M-V def2-TZVPD RIJCOSX def2/J DEFGRID3
* xyz 0 1
C -1.997 -2.005 -3.114
O -3.395 -2.184 -3.236
C -4.132 -1.052 -2.863
P -5.811 -1.197 -3.606
I -6.816 -2.824 -2.093
H -1.673 -2.073 -2.068
H -1.696 -1.022 -3.497
H -1.518 -2.790 -3.698
H -3.710 -0.134 -3.313
H -4.149 -0.914 -1.775
H -6.294 -0.056 -2.925
Cl 0.296 0.962 -2.745
C 0.520 1.413 -1.028
C 1.182 0.320 -0.234
Cl 0.126 -1.106 -0.013
H -0.460 1.657 -0.625
H 1.141 2.305 -1.019
H 1.407 0.693 0.764
H 2.099 -0.022 -0.707
Cl 3.521 4.467 -1.218
C 2.552 5.570 -2.231
C 1.364 6.133 -1.496
Cl 0.168 4.870 -1.109
H 2.247 5.010 -3.111
H 3.204 6.389 -2.532
H 0.867 6.869 -2.125
H 1.657 6.597 -0.558
Cl 4.771 1.012 -1.197
C 4.688 1.444 0.537
C 5.368 0.434 1.418
Cl 4.545 -1.159 1.458
H 3.638 1.567 0.789
H 5.192 2.404 0.653
H 5.387 0.803 2.441
H 6.389 0.249 1.097
Cl -9.321 -1.149 2.398
C -8.753 -2.525 1.420
C -9.872 -3.469 1.066
Cl -10.500 -4.336 2.499
H -7.967 -3.026 1.981
H -8.334 -2.112 0.504
H -9.509 -4.225 0.372
H -10.710 -2.939 0.619
Cl -6.688 1.373 -6.534
C -6.462 -0.127 -7.472
C -7.774 -0.803 -7.783
Cl -8.536 -1.469 -6.314
H -5.816 -0.780 -6.890
H -5.966 0.147 -8.401
H -7.594 -1.643 -8.451
H -8.481 -0.118 -8.243
Cl 7.300 -0.425 4.259
C 7.229 -2.060 3.545
C 8.271 -2.972 4.138
Cl 9.916 -2.467 3.659
H 7.358 -1.957 2.471
H 6.233 -2.451 3.743
H 8.126 -3.984 3.764
H 8.232 -2.976 5.224
Cl -7.743 2.394 -3.264
C -9.000 1.143 -3.457
C -9.948 1.120 -2.285
Cl -9.144 0.587 -0.786
H -8.495 0.187 -3.579
H -9.542 1.371 -4.373
H -10.758 0.420 -2.486
H -10.363 2.107 -2.096
Cl 14.246 0.438 3.354
C 13.389 -0.931 2.600
C 13.668 -1.034 1.122
Cl 12.955 0.320 0.205
H 12.326 -0.797 2.789
H 13.731 -1.837 3.097
H 13.225 -1.950 0.734
H 14.737 -1.037 0.921
Cl 2.415 0.758 3.323
C 1.712 2.011 4.379
C 0.442 2.564 3.781
Cl 0.759 3.429 2.251
H 2.462 2.788 4.503
H 1.502 1.550 5.343
H -0.017 3.271 4.469
H -0.263 1.768 3.557
Cl -7.470 -3.045 5.802
C -8.204 -4.620 5.399
C -7.276 -5.771 5.691
Cl -5.869 -5.791 4.593
H -8.481 -4.592 4.350
H -9.106 -4.717 6.001
H -7.808 -6.709 5.543
H -6.895 -5.728 6.708
Cl 8.456 2.128 1.282
C 8.401 2.272 -0.499
C 8.732 3.667 -0.960
Cl 7.450 4.826 -0.511
H 7.405 1.982 -0.826
H 9.127 1.564 -0.895
H 8.808 3.680 -2.046
H 9.664 4.021 -0.526
*
```

## Properties
HOMO level   -8.8970 eV
LUMO   0.28 eV
HOMO-LUMO gap   9.2 eV
SMILES   ClCCCl.ClCCCl.ClCCCl.ClCCCl.ClCCCl.ClCCCl.ClCCCl.ClCCCl.ClCCCl.ClCCCl.ClCCCl.COCPI

The least stable of them is <i>.

<i>
2 unconnected molecules or ions with the total composition C5H13N2O. Source: the OMol25 dataset; level of theory: ωB97M-V with the def2-TZVPD basis set.

Geometry as ORCA input:
```
! wB97M-V def2-TZVPD RIJCOSX def2/J DEFGRID3
* xyz 2 2
C -2.551 -0.438 -0.907
C -2.117 0.812 -0.161
C -0.200 2.251 -0.688
N -1.271 1.665 -1.034
H -3.271 -0.218 -1.691
H -1.683 -0.946 -1.334
H -2.990 -1.145 -0.205
H -2.976 1.431 0.097
H -1.543 0.630 0.742
H 0.267 2.898 -1.424
H 0.311 2.093 0.250
H -1.588 1.816 -1.992
C 1.451 -0.344 0.746
C 2.410 -1.504 0.542
N 2.771 -2.286 1.546
O 2.815 -1.716 -0.623
H 1.308 -0.139 1.803
H 0.503 -0.624 0.285
H 1.902 0.493 0.214
H 3.587 -2.874 1.368
H 2.864 -1.854 2.463
*
```

## Properties
HOMO level (spin up / spin down)   -19.9508 / -19.9507 eV
LUMO (spin up / spin down)   -8.12 / -12.26 eV
<S²>   0.755
HOMO-LUMO gap (spin up / spin down)   11.8 / 7.7 eV

<ii>
2 unconnected molecules or ions with the total composition C5H13N2O. Source: the OMol25 dataset; level of theory: ωB97M-V with the def2-TZVPD basis set.

Geometry as ORCA input:
```
! wB97M-V def2-TZVPD RIJCOSX def2/J DEFGRID3
* xyz 2 2
C -0.567 0.767 2.566
C -1.631 0.780 1.679
N -2.913 0.945 1.983
N 0.765 0.474 2.074
H -0.708 0.855 3.638
H -1.396 0.585 0.636
H -3.614 0.409 1.464
H -3.124 0.997 2.986
H 1.082 -0.404 2.518
H 1.460 1.191 2.333
H 0.797 0.303 1.004
C 1.698 -0.662 -1.536
O 0.723 -0.122 -0.539
C 0.873 -1.398 -2.556
C 0.490 -0.807 -3.681
H 2.360 -1.300 -0.957
H 2.257 0.146 -2.005
H 0.326 0.615 -1.024
H 0.408 -2.306 -2.189
H -0.182 -1.227 -4.416
H 0.894 0.159 -3.979
*
```

## Properties
HOMO level (spin up / spin down)   -16.0298 / -16.0290 eV
LUMO (spin up / spin down)   -8.61 / -12.50 eV
<S²>   0.772
HOMO-LUMO gap (spin up / spin down)   7.4 / 3.5 eV

The least stable of them is <ii>.

<i>
3 unconnected molecules or ions with the total composition C2H9NO2. Source: the OMol25 dataset; level of theory: ωB97M-V with the def2-TZVPD basis set.

Geometry as ORCA input:
```
! wB97M-V def2-TZVPD RIJCOSX def2/J DEFGRID3
* xyz 0 1
C -0.900 0.403 -2.393
C 0.296 0.813 -1.957
N 0.726 0.474 -0.551
H -1.571 -0.032 -1.661
H -1.087 0.512 -3.441
H 1.149 1.048 -2.597
H 0.577 -0.540 -0.564
H 1.738 0.576 -0.587
H 1.808 -2.766 3.743
H 0.644 -2.037 3.024
O 1.507 -2.439 2.888
H -2.350 1.165 1.065
H -0.849 1.500 1.292
O -1.687 1.321 1.740
*
```

## Properties
HOMO level   -9.3646 eV
LUMO   0.86 eV
HOMO-LUMO gap   10.2 eV
SMILES   C=CN.O.O

<ii>
A molecular structure, C2H9NO2. Source: the OMol25 dataset; level of theory: ωB97M-V with the def2-TZVPD basis set.

Geometry as ORCA input:
```
! wB97M-V def2-TZVPD RIJCOSX def2/J DEFGRID3
* xyz 0 1
C -0.174 1.735 2.250
O -0.739 2.013 1.025
O -0.520 0.458 -0.029
H -1.401 0.815 -0.211
H 0.920 1.615 2.196
H -0.605 0.848 2.741
H -0.378 2.599 2.906
C -0.134 -1.498 -1.663
N 1.244 -1.670 -1.678
H 1.642 -2.075 -0.842
H 1.778 -0.874 -1.998
H -0.531 -1.101 -2.593
H -0.679 -2.366 -1.302
H -0.423 -0.499 -0.801
*
```

## Properties
HOMO level (spin up / spin down)   -9.0491 / -8.2622 eV
LUMO (spin up / spin down)   -0.51 / 0.28 eV
HOMO-LUMO gap (spin up / spin down)   8.5 / 8.5 eV

<iii>
2 unconnected molecules or ions with the total composition C2H9NO2. Source: the OMol25 dataset; level of theory: ωB97M-V with the def2-TZVPD basis set.

Geometry as ORCA input:
```
! wB97M-V def2-TZVPD RIJCOSX def2/J DEFGRID3
* xyz 0 1
C -0.036 -1.165 -1.097
O -1.536 -0.961 -0.702
C 0.874 -0.024 -0.690
N 1.172 0.023 0.809
H 0.059 -1.092 -2.206
H 0.216 -2.222 -0.878
H -1.906 -1.744 -0.355
H 0.295 0.838 -1.004
H 1.751 -0.140 -1.339
H 1.066 0.851 1.304
H 0.681 -0.649 1.375
H -0.816 2.804 1.702
H -1.097 1.564 1.155
O -0.725 1.916 1.928
*
```

## Properties
HOMO level   -8.9623 eV
LUMO   0.86 eV
HOMO-LUMO gap   9.8 eV
SMILES   NCCO.O

The least stable of them is <ii>.

<i>
2 unconnected molecules or ions with the total composition C6H9N2O2. Source: the OMol25 dataset; level of theory: ωB97M-V with the def2-TZVPD basis set.

Geometry as ORCA input:
```
! wB97M-V def2-TZVPD RIJCOSX def2/J DEFGRID3
* xyz -1 1
C 1.627 -0.356 -3.552
C 0.309 1.036 -0.424
C 1.026 -0.116 -2.161
C 0.004 -0.766 -1.625
N 1.301 0.942 -1.328
N -0.560 -0.041 -0.589
H 0.036 1.828 0.149
H -1.427 -0.229 -0.194
H -0.408 -1.664 -1.823
H 2.472 0.313 -3.955
H 0.883 -0.183 -4.327
H 2.053 -1.380 -3.662
C -0.750 -0.409 3.671
C -1.503 0.694 2.981
O -0.831 1.711 2.723
O -2.646 0.475 2.389
H -1.072 -0.421 4.725
H 0.374 -0.078 3.754
H -0.888 -1.357 3.244
*
```

## Properties
HOMO level   -3.8902 eV
LUMO   3.32 eV
HOMO-LUMO gap   7.2 eV

<ii>
2 unconnected molecules or ions with the total composition C6H9N2O2. Source: the OMol25 dataset; level of theory: ωB97M-V with the def2-TZVPD basis set.

Geometry as ORCA input:
```
! wB97M-V def2-TZVPD RIJCOSX def2/J DEFGRID3
* xyz -1 1
C 0.190 1.607 -1.238
C 0.692 0.173 -1.500
C 2.001 -1.433 -1.183
C 0.054 -0.828 -2.273
N 1.857 -0.125 -0.833
N 0.865 -1.933 -1.909
H 2.548 -2.193 -0.633
H -0.018 1.525 -0.158
H -0.663 1.773 -2.027
H 0.810 -2.787 -2.354
H -1.039 -0.932 -2.524
H 1.050 2.395 -1.379
C -1.614 0.417 2.082
C -0.672 0.382 3.338
O -0.524 -0.751 3.861
O -0.172 1.504 3.596
H -1.326 -0.338 1.331
H -1.423 1.349 1.519
H -2.613 0.195 2.284
*
```

## Properties
HOMO level   -3.7151 eV
LUMO   2.98 eV
HOMO-LUMO gap   6.7 eV

The least stable of them is <ii>.